No. 1
ORCA calculation (ωB97M-V/def2-TZVPD) on 4 unconnected molecules or ions with the total composition C5H14NO2 in a non-equilibrium geometry.

Calculated values
- 2S+1 = 2
- gap between HOMO and LUMO (alpha / beta) (Eh) = 0.218 / 0.138
- expectation value of S² = 1.76
- net charge = +2
- relative energy (zero: lowest compared OMol25 entry of this formula, charge and spin) (eV) = 5.9418

Element x y z (Å)
C  -2.003  -1.524  -1.213
O  -1.002  1.746  -0.943
C  -0.910  -2.170  -0.746
C  0.265  -1.576  -0.036
C  1.261  -1.137  -1.056
C  1.117  -0.789  -2.372
N  1.115  2.451  3.563
H  -2.560  -2.032  -1.992
H  -2.278  -0.509  -0.964
H  -0.821  2.697  -0.924
H  -0.845  -3.242  -0.924
H  -0.108  -0.642  0.489
H  0.780  -2.308  0.575
H  2.287  -1.188  -0.693
H  0.122  -0.633  -2.790
H  1.923  -0.530  -3.040
H  0.767  3.207  4.202
H  0.635  2.365  2.635
H  2.171  2.465  3.458
H  -0.386  1.403  -0.270
H  -1.183  0.971  1.762
O  -0.348  0.977  1.279

These are the Mulliken partial charges, in e, on atoms 1 to 2:
1. C -0.4796
2. O -0.5229



No. 2
ORCA calculation (ωB97M-V/def2-TZVPD) on a molecular structure, C5H14NO2PS in a non-equilibrium geometry.

Calculated values
- gap between HOMO and LUMO (alpha / beta) (Eh) = 0.306 / 0.306
- net charge = 0
- relative energy (zero: lowest compared OMol25 entry of this formula, charge and spin) (eV) = 0.7155

Element x y z (Å)
C  -0.574  -1.707  -1.799
C  -0.492  2.094  0.181
C  1.238  1.385  -1.527
C  -0.921  -0.780  -0.627
C  0.634  1.109  -0.145
N  0.296  -0.282  -0.061
O  0.593  -2.257  2.244
O  -1.240  -0.723  2.713
P  0.285  -0.676  2.251
S  1.473  0.400  3.349
H  0.091  -2.496  -1.460
H  -1.478  -2.156  -2.204
H  -0.070  -1.150  -2.583
H  -0.083  3.096  0.276
H  -1.255  2.111  -0.594
H  -0.955  1.816  1.128
H  0.475  1.319  -2.300
H  2.020  0.659  -1.735
H  1.670  2.382  -1.545
H  -1.595  0.016  -0.965
H  -1.464  -1.370  0.120
H  1.428  1.253  0.599
H  1.497  -2.414  1.973
H  -1.571  -1.626  2.712

These are the Mulliken partial charges, in e, on atoms 1 to 2:
1. C -1.2729
2. C -1.3041



No. 3
ORCA calculation (ωB97M-V/def2-TZVPD) on 3 unconnected molecules or ions with the total composition C5H14NO3 in a non-equilibrium geometry.

Calculated values
- gap between HOMO and LUMO (Eh) = 0.272
- net charge = -1
- relative energy (zero: lowest compared OMol25 entry of this formula, charge and spin) (eV) = 1.6629

Element x y z (Å)
C  -1.129  0.666  -0.561
C  -0.067  -0.141  -1.309
C  -0.706  -1.414  -1.774
C  -0.426  -2.027  -2.926
N  -1.234  0.137  0.822
C  -0.510  1.048  1.881
O  0.285  1.979  1.357
H  -2.106  0.627  -1.067
H  -0.979  1.748  -0.463
H  0.667  -0.428  -0.570
H  0.372  0.408  -2.137
H  -1.526  -1.731  -1.125
H  -1.018  -2.921  -3.111
H  0.345  -1.668  -3.601
H  -2.170  0.218  1.199
H  -1.294  1.387  2.592
H  0.045  0.326  2.535
H  2.418  2.657  1.440
H  1.845  1.435  0.975
O  2.775  1.872  0.987
H  -0.335  -2.013  1.082
H  0.907  -1.508  0.597
O  0.522  -2.371  0.784

These are the Mulliken partial charges, in e, on atoms 1 to 2:
1. C -0.8333
2. C -0.3200



No. 4
ORCA calculation (ωB97M-V/def2-TZVPD) on 2 unconnected molecules or ions with the total composition C5H14NO3 in a non-equilibrium geometry.

Calculated values
- gap between HOMO and LUMO (Eh) = 0.398
- net charge = +1
- relative energy (zero: lowest compared OMol25 entry of this formula, charge and spin) (eV) = 1.6302

Element x y z (Å)
O  -1.794  -2.881  0.129
C  -1.576  -1.946  0.835
C  -0.882  -0.719  0.183
C  0.472  -0.498  0.804
C  1.053  0.886  0.563
C  0.140  2.002  1.083
O  -0.766  1.469  2.036
N  -0.762  -0.980  -1.332
H  -1.790  -1.880  1.930
H  -1.575  0.216  0.295
H  1.238  -1.294  0.488
H  0.409  -0.707  1.949
H  1.297  1.046  -0.508
H  2.045  0.946  1.080
H  0.730  2.847  1.509
H  -0.524  2.408  0.298
H  -0.456  1.706  2.930
H  0.088  -0.466  -1.742
H  -0.625  -2.034  -1.504
H  -1.659  -0.674  -1.835
H  2.101  -0.402  -3.084
H  1.430  0.853  -3.341
O  1.406  0.102  -2.765

These are the Mulliken partial charges, in e, on atoms 1 to 2:
1. O -0.4620
2. C -0.0310



No. 5
ORCA calculation (ωB97M-V/def2-TZVPD) on 3 unconnected molecules or ions with the total composition C5H14NO4 in a non-equilibrium geometry.

Calculated values
- gap between HOMO and LUMO (Eh) = 0.302
- net charge = -1
- relative energy (zero: lowest compared OMol25 entry of this formula, charge and spin) (eV) = 4.7298

Element x y z (Å)
C  -1.703  -0.514  -1.051
O  -2.778  -0.044  -0.312
C  -0.477  0.053  -0.507
C  0.768  -0.506  -1.191
C  1.978  0.476  -1.301
C  2.738  0.219  -0.014
O  3.276  -0.802  0.356
N  -0.616  1.538  -0.638
H  -1.880  -1.657  -1.050
H  -2.106  -0.250  -2.111
H  -0.259  -0.423  0.535
H  1.172  -1.387  -0.637
H  0.492  -1.135  -1.998
H  1.653  1.560  -1.289
H  2.619  0.478  -2.198
H  2.822  1.077  0.761
H  -1.493  1.722  -0.020
H  -0.785  1.795  -1.573
H  -2.326  -0.730  2.689
H  -2.377  -0.211  0.714
O  -1.645  -0.302  2.352
H  0.825  0.043  2.359
H  -0.481  -0.477  2.960
O  0.584  -0.522  3.165

These are the Mulliken partial charges, in e, on atoms 1 to 2:
1. C -0.6452
2. O -0.5735



No. 6
ORCA calculation (ωB97M-V/def2-TZVPD) on 4 unconnected molecules or ions with the total composition C5H14NO5 in a non-equilibrium geometry.

Calculated values
- 2S+1 = 2
- gap between HOMO and LUMO (alpha / beta) (Eh) = 0.384 / 0.213
- expectation value of S² = 0.76
- net charge = 0
- relative energy (zero: lowest compared OMol25 entry of this formula, charge and spin) (eV) = 0.0000

Element x y z (Å)
O  1.320  -1.456  1.295
C  1.149  -0.273  1.217
O  0.728  0.568  2.103
C  1.453  0.573  -0.069
C  1.302  -0.257  -1.328
C  -0.140  -0.306  -1.888
C  -0.525  -2.539  -1.213
N  -0.886  -1.555  -1.911
H  2.433  1.014  0.137
H  0.776  1.426  -0.122
H  2.036  0.022  -2.085
H  1.525  -1.294  -1.105
H  -0.782  0.418  -1.377
H  -0.104  0.097  -2.893
H  -1.155  -3.426  -1.281
H  0.213  -2.585  -0.412
H  -3.566  1.021  -2.236
H  -3.296  -0.326  -1.664
O  -4.033  0.264  -1.867
H  -0.319  0.091  3.143
H  -0.792  -1.300  3.449
O  -0.949  -0.384  3.728
H  0.886  3.724  1.496
H  1.498  2.780  2.487
O  1.229  3.702  2.396

These are the Mulliken partial charges, in e, on atoms 1 to 2:
1. O -0.5310
2. C 0.6828